# 1
Molecular formula: C3H10N2O2S
Method: DFT, ωB97M-V with the def2-TZVPD basis set

Each line ends with the Löwdin charge.
Atoms and positions in Å:
N  -2.350  -0.955  0.726  0.16
C  -1.356  -1.026  -0.214  -0.52
O  -1.584  -1.314  -1.369  0.06
C  0.013  -0.654  0.346  -0.40
N  1.125  -0.896  -0.561  0.04
C  -0.002  0.889  0.544  -0.48
S  1.045  1.318  2.019  0.69
H  -2.067  -0.834  1.673  0.09
H  -3.285  -1.256  0.540  0.11
H  0.258  -1.126  1.294  0.12
H  1.222  -1.904  -0.713  0.09
H  0.932  -0.540  -1.498  0.04
H  -0.972  1.318  0.810  0.06
H  0.286  1.428  -0.353  0.06
H  2.180  0.879  1.532  -0.17
O  1.465  0.951  -2.894  -0.05
H  1.866  1.778  -2.628  0.04
H  0.626  1.327  -3.210  0.06

Calculated values
Frontier orbital gap ... 0.35365 Eh
Lowest unoccupied orbital energy ... 0.6 eV
Calculated total energy ... -778.49668 a.u.
Energy above the lowest of the compared OMol25 structures with the same formula, charge and spin ... 18.2 kcal/mol
Molecular weight ... 138.192 g mol⁻¹
SMILES ... NC(=O)[C@@H](N)CS.O
Total charge ... 0


# 2
Molecular formula: C3H10N2O2S
Method: DFT, ωB97M-V with the def2-TZVPD basis set

Each line ends with the Löwdin charge.
Atoms and positions in Å:
N  1.841  -1.206  -0.048  0.11
C  0.699  -0.986  0.981  -0.22
C  0.917  0.301  1.829  -0.45
S  0.654  0.263  3.636  1.02
C  -0.311  -0.456  -0.090  -0.47
N  -0.837  -1.325  -1.003  0.19
O  -0.672  0.697  -0.284  0.09
H  2.461  -1.950  0.225  0.09
H  2.413  -0.336  -0.142  0.12
H  0.389  -1.850  1.536  0.14
H  0.117  1.012  1.513  0.08
H  1.902  0.667  1.522  0.10
H  -0.658  0.682  3.712  -0.04
H  -0.512  -2.256  -1.141  0.11
H  -1.299  -0.997  -1.825  0.12
H  -2.533  1.916  -3.125  0.03
H  -1.954  3.220  -3.482  0.03
O  -2.618  2.604  -3.815  -0.06

Calculated values
Frontier orbital gap (alpha / beta) ... 0.36731 / 0.15821 Eh
Lowest unoccupied orbital energy (alpha / beta) ... -3.5 / -9.2 eV
Calculated total energy ... -778.12174 a.u.
Energy above the lowest of the compared OMol25 structures with the same formula, charge and spin ... 50.2 kcal/mol
Molecular weight ... 138.192 g mol⁻¹
Spin multiplicity ... 2
Total charge ... +1


# 3
Molecular formula: C3H10N2O3
Method: DFT, ωB97M-V with the def2-TZVPD basis set

Each line ends with the Löwdin charge.
Atoms and positions in Å:
C  0.824  -1.342  -0.774  -0.03
C  0.542  -0.646  0.565  -0.60
N  1.351  -1.363  1.525  0.08
O  -0.794  -0.895  0.938  -0.04
N  0.711  1.050  1.143  0.08
O  1.575  1.679  0.631  0.02
H  0.110  -1.043  -1.545  0.08
H  1.830  -1.123  -1.141  0.09
H  0.658  -2.424  -0.714  0.09
H  2.338  -1.260  1.300  0.09
H  1.199  -1.009  2.466  0.09
H  -0.827  -1.829  1.202  0.11
C  -1.902  1.913  -0.993  -0.17
O  -0.554  1.540  -1.157  -0.20
H  -2.504  1.076  -0.622  0.08
H  -2.289  2.215  -1.973  0.07
H  -1.973  2.784  -0.333  0.07
H  -0.294  0.677  -0.520  0.08

Calculated values
Frontier orbital gap ... 0.31677 Eh
Lowest unoccupied orbital energy ... -0.3 eV
Calculated total energy ... -455.37958 a.u.
Energy above the lowest of the compared OMol25 structures with the same formula, charge and spin ... 120.5 kcal/mol
Molecular weight ... 122.124 g mol⁻¹
SMILES ... C[C@](N)(O)N=O.CO
Total charge ... 0


# 4
Molecular formula: C3H10N2O3
Method: DFT, ωB97M-V with the def2-TZVPD basis set

Each line ends with the Löwdin charge.
Atoms and positions in Å:
C  0.679  -1.847  -1.877  -0.01
C  0.039  -1.117  -0.747  -0.27
C  -1.429  -1.199  -0.514  0.00
N  0.758  -0.413  0.054  -0.24
O  0.372  0.343  1.032  -0.10
O  2.134  -0.397  -0.186  0.07
H  1.201  -2.734  -1.513  0.10
H  1.417  -1.217  -2.373  0.09
H  -0.077  -2.157  -2.593  0.09
H  -1.965  -0.691  -1.318  0.10
H  -1.750  -2.240  -0.503  0.09
H  -1.687  -0.731  0.432  0.08
H  2.500  0.243  0.447  0.13
N  -0.674  3.342  2.235  -0.07
O  0.022  2.959  1.070  -0.20
H  -0.130  3.055  3.048  0.06
H  -1.566  2.851  2.256  0.06
H  0.156  1.952  1.050  0.03

Calculated values
Frontier orbital gap ... 0.33980 Eh
Lowest unoccupied orbital energy ... 0.6 eV
Calculated total energy ... -455.36441 a.u.
Energy above the lowest of the compared OMol25 structures with the same formula, charge and spin ... 130.0 kcal/mol
Molecular weight ... 122.124 g mol⁻¹
SMILES ... CC(C)=[N+]([O-])O.NO
Total charge ... 0


# 5
Molecular formula: C3H10N2OS
Method: DFT, ωB97M-V with the def2-TZVPD basis set

Each line ends with the Löwdin charge.
Atoms and positions in Å:
C  -1.722  -0.252  -1.483  -0.20
C  0.853  0.896  1.874  -0.13
C  -1.400  0.719  -0.401  -0.18
N  1.731  -0.712  -0.371  -0.39
N  1.671  -2.015  -0.005  -0.09
O  1.507  1.624  -0.786  -0.41
S  0.895  0.518  -0.050  0.76
H  -1.382  -1.279  -1.195  0.06
H  -2.748  -0.350  -1.778  0.05
H  -1.073  -0.057  -2.462  0.13
H  0.331  1.867  1.770  0.05
H  0.135  0.332  2.423  0.02
H  1.878  0.799  2.162  0.04
H  -1.688  0.701  0.603  0.01
H  -1.433  1.855  -0.778  0.12
H  1.482  -2.048  1.021  0.08
H  0.962  -2.596  -0.543  0.10

Calculated values
Frontier orbital gap ... 0.30241 Eh
Lowest unoccupied orbital energy ... 0.2 eV
Calculated total energy ... -703.03359 a.u.
Energy above the lowest of the compared OMol25 structures with the same formula, charge and spin ... 150.1 kcal/mol
Molecular weight ... 122.193 g mol⁻¹
Total charge ... 0


# 6
Molecular formula: C3H10N2P
Method: DFT, ωB97M-V with the def2-TZVPD basis set

Each line ends with the Löwdin charge.
Atoms and positions in Å:
C  0.815  0.761  -0.382  -0.50
C  0.814  1.392  -1.716  0.00
C  0.211  -1.848  2.016  -0.20
N  1.915  0.817  0.298  0.19
N  -0.249  0.114  0.003  -0.16
P  -0.720  -0.844  1.133  0.83
H  1.667  1.968  -2.065  0.09
H  -0.060  2.078  -1.912  0.13
H  0.818  0.598  -2.428  0.09
H  1.341  -1.749  1.963  0.05
H  -0.105  -2.748  2.427  0.00
H  -1.005  -2.658  -1.062  0.11
H  2.873  1.139  -0.008  0.17
H  1.977  0.251  1.247  0.16
H  -1.380  -1.906  -0.702  -0.01
H  -2.065  -0.764  1.531  0.05

Calculated values
Frontier orbital gap ... 0.33610 Eh
Lowest unoccupied orbital energy ... -4.8 eV
Calculated total energy ... -570.80044 a.u.
Energy above the lowest of the compared OMol25 structures with the same formula, charge and spin ... 76.5 kcal/mol
Molecular weight ... 105.101 g mol⁻¹
Total charge ... +1


# 7
Molecular formula: C3H10N2P
Method: DFT, ωB97M-V with the def2-TZVPD basis set

Each line ends with the Löwdin charge.
Atoms and positions in Å:
C  0.672  -1.908  0.342  -0.14
C  -1.252  1.231  -0.587  -0.05
C  0.704  -0.652  -0.475  -0.34
N  2.041  1.408  0.449  -0.29
N  -0.438  0.575  0.392  0.00
P  2.419  0.162  -0.333  0.98
H  0.993  -1.750  1.364  0.09
H  1.447  -2.579  -0.004  0.09
H  -0.100  -2.612  0.279  0.07
H  -1.530  0.628  -1.340  0.05
H  -2.077  1.781  -0.113  0.12
H  -0.545  2.048  -0.807  0.11
H  0.326  -0.834  -1.448  0.08
H  2.465  2.130  1.019  0.05
H  0.439  1.071  0.774  0.07
H  -0.840  -0.096  0.995  0.12

Calculated values
Frontier orbital gap ... 0.33722 Eh
Lowest unoccupied orbital energy ... -4.8 eV
Calculated total energy ... -570.83186 a.u.
Energy above the lowest of the compared OMol25 structures with the same formula, charge and spin ... 56.8 kcal/mol
Molecular weight ... 105.101 g mol⁻¹
Total charge ... +1


# 8
Molecular formula: C3H10N2S
Method: DFT, ωB97M-V with the def2-TZVPD basis set

Each line ends with the Löwdin charge.
Atoms and positions in Å:
C  -2.981  1.110  -0.374  -0.25
C  -1.810  0.817  0.512  -1.07
S  -0.776  2.073  0.940  0.23
H  -2.585  1.591  -1.341  0.08
H  -3.622  1.838  0.083  0.05
H  -3.544  0.285  -0.621  0.02
H  -1.492  -0.305  0.286  0.05
H  -2.276  0.353  1.517  0.06
N  2.389  -1.910  0.634  0.13
C  2.785  -1.099  -0.450  -0.09
N  2.075  0.026  -0.712  0.17
H  1.625  -1.827  1.316  0.13
H  3.067  -2.718  0.841  0.15
H  3.737  -1.250  -0.946  0.14
H  2.336  0.846  -1.242  0.13
H  1.073  0.169  -0.443  0.08

Calculated values
Frontier orbital gap ... 0.14458 Eh
Lowest unoccupied orbital energy ... -1.4 eV
Calculated total energy ... -627.85529 a.u.
Energy above the lowest of the compared OMol25 structures with the same formula, charge and spin ... 87.4 kcal/mol
Molecular weight ... 106.194 g mol⁻¹
Total charge ... 0